No. 1
Here is a single C5H8O molecule in a non-equilibrium geometry from the Open Molecules 2025 dataset. Energies are from wB97M-V/def2-TZVPD.

Geometry (Å):
C -0.50557 0.33482 -0.61605
C 0.57494 0.92077 0.09772
C -0.21018 1.80836 -0.81942
C -1.53854 -0.76684 -0.69549
C 1.83383 -0.49539 1.29348
O 1.67710 0.75966 0.78693
H -0.00052 2.19597 -1.86513
H -0.98851 2.56070 -0.49693
H -1.63829 -1.09738 -1.66072
H -2.47438 -0.33787 -0.40603
H -1.23925 -1.46115 0.03183
H 1.96471 -0.49144 2.37629
H 2.82779 -0.92948 0.79766
H 1.01910 -1.19935 1.02948

frontier orbital gap	8.646	eV
E_tot	-7357.9050	eV
highest occupied orbital energy	-0.2829	Ha
multiplicity	1

What are the Mulliken partial charges on each atom? They are as follows, in elementary charge units: number 1, C, carries 0.336; number 2, C, carries 0.314; number 3, C, carries -0.673; number 4, C, carries -1.023; number 5, C, carries -0.483; number 6, O, carries -0.346; number 7, H, carries 0.183; number 8, H, carries 0.157; number 9, H, carries 0.343; number 10, H, carries 0.293; number 11, H, carries 0.281; number 12, H, carries 0.232; number 13, H, carries 0.195; number 14, H, carries 0.191



No. 2
Here is a molecular structure, C6H28KNO11 in a non-equilibrium geometry from the Open Molecules 2025 dataset. Energies are from wB97M-V/def2-TZVPD.

Geometry (Å):
K 1.19878 0.57858 4.58852
N -1.19391 0.50306 1.56802
O -0.06586 0.10698 1.99477
O -2.08754 0.79774 2.37858
O -1.43854 0.58774 0.34847
O 2.39018 -0.69959 0.35086
H 1.62522 -0.51818 0.92152
H 2.16127 -0.23705 -0.48516
O -1.99485 3.57898 -0.73342
H -1.64394 2.74029 -0.40953
H -2.73650 3.73129 -0.12533
O 0.62688 -2.16579 3.47650
H 0.90854 -3.08742 3.44781
H 0.68085 -1.85830 2.55834
O -1.05940 2.22802 4.53627
H -1.49490 3.03016 4.84191
H -1.69407 1.78736 3.93911
O -3.84874 2.74284 1.28406
H -4.58575 2.38268 0.77661
H -3.46981 1.98002 1.76166
O -3.73545 0.07087 -1.40553
H -3.01983 0.03361 -0.75072
H -3.30783 0.33822 -2.22589
C 2.23857 2.63096 -0.73404
C 1.73654 2.01677 -2.03694
C 2.77803 2.01430 -3.11072
O 1.26115 0.67305 -1.87143
H 1.42302 2.71011 -0.01300
H 2.64301 3.61883 -0.94715
H 3.00876 1.99529 -0.29051
H 0.89226 2.63262 -2.37408
H 3.16934 3.01954 -3.25550
H 2.34151 1.68450 -4.05458
H 3.60621 1.34907 -2.85431
H 0.40741 0.64330 -1.41911
C 0.85207 -4.36319 0.19897
C 0.18947 -3.97385 -1.11436
C -0.69509 -2.74383 -1.00123
O 1.25211 -3.79707 -2.06750
H 1.13072 -5.41445 0.21954
H 0.23524 -4.22459 1.09464
H 1.69357 -3.66815 0.30032
H -0.43615 -4.80923 -1.47185
H -1.53900 -2.99024 -0.35069
H -1.21713 -2.56530 -1.95409
H -0.12001 -1.85680 -0.75057
H 0.93359 -3.23376 -2.77919

frontier orbital gap	8.854	eV
E_tot	-47012.7142	eV
highest occupied orbital energy	-0.3605	Ha
multiplicity	1

What are the Mulliken partial charges on each atom? They are as follows, in elementary charge units: number 1, K, carries 0.951; number 2, N, carries 0.887; number 3, O, carries -0.663; number 4, O, carries -0.897; number 5, O, carries -0.374; number 6, O, carries -0.681; number 7, H, carries 0.362; number 8, H, carries 0.375; number 9, O, carries -0.673; number 10, H, carries 0.305; number 11, H, carries 0.345; number 12, O, carries -0.585; number 13, H, carries 0.291; number 14, H, carries 0.359; number 15, O, carries -0.610; number 16, H, carries 0.271; number 17, H, carries 0.405; number 18, O, carries -0.661; number 19, H, carries 0.327; number 20, H, carries 0.346; number 21, O, carries -0.647; number 22, H, carries 0.347; number 23, H, carries 0.298; number 24, C, carries -1.243; number 25, C, carries 0.801; number 26, C, carries -1.581; number 27, O, carries -0.612; number 28, H, carries 0.252; number 29, H, carries 0.423; number 30, H, carries 0.320; number 31, H, carries 0.232; number 32, H, carries 0.404; number 33, H, carries 0.364; number 34, H, carries 0.342; number 35, H, carries 0.202; number 36, C, carries -1.127; number 37, C, carries 0.606; number 38, C, carries -1.223; number 39, O, carries -0.561; number 40, H, carries 0.335; number 41, H, carries 0.173; number 42, H, carries 0.312; number 43, H, carries 0.169; number 44, H, carries 0.379; number 45, H, carries 0.440; number 46, H, carries 0.205; number 47, H, carries 0.310



No. 3
Here is a molecular structure, C22H32Cl2N4RuSSeSi2 from the Open Molecules 2025 dataset. Energies are from wB97M-V/def2-TZVPD.

Geometry (Å):
Ru -0.07238 0.28669 0.05515
C 1.11215 0.27974 -2.09018
Si 0.17848 -1.32128 -1.66954
C -1.20904 -1.72960 -2.81214
C 1.28932 -2.74492 -1.27913
C 1.73161 -3.73618 -2.15006
C 2.60462 -4.71342 -1.69067
C 3.02211 -4.72356 -0.36355
C 2.55719 -3.76351 0.52410
C 1.69983 -2.76289 0.06848
Si 0.86750 -1.46948 1.08222
C 1.93460 0.25553 1.11544
C 0.57278 -2.05775 2.82029
H 0.71462 0.63395 -3.04618
H 2.16825 0.01489 -2.15929
H 1.10251 1.20562 -1.48315
H -0.83536 -2.44703 -3.54952
H -1.58715 -0.85710 -3.34601
H -2.01694 -2.23057 -2.27353
H 1.40514 -3.75769 -3.18286
H 2.95780 -5.47964 -2.36800
H 3.70192 -5.49221 -0.02090
H 2.86976 -3.80064 1.56096
H 2.08080 0.30760 2.19497
H 1.93914 1.29093 0.76846
H 2.82324 -0.17790 0.64590
H 0.86702 -1.31153 3.56098
H 1.14081 -2.96749 3.01434
H -0.48509 -2.28238 2.96358
Cl -0.59501 3.14808 -0.89104
C -2.24020 2.53489 -1.09347
Cl -2.24313 0.72744 -1.06416
H -2.59223 2.82434 -2.07839
H -2.85161 2.87898 -0.26837
S -1.21165 1.94344 -4.32762
C -1.76424 1.89043 -5.91986
N -0.98789 1.87141 -7.00729
C -1.75186 1.75382 -8.24696
C -3.18309 2.04613 -7.75934
N -3.04751 1.87140 -6.31248
H 0.01075 1.79760 -6.93270
H -1.66137 0.75116 -8.66674
H -1.41510 2.47613 -8.98666
H -3.90749 1.34908 -8.17311
H -3.49421 3.06345 -8.00006
H -3.77894 2.07878 -5.65618
C -1.82424 -0.65460 5.08803
N -0.84589 0.37059 4.74859
C -0.61983 0.91304 3.54824
Se -1.60510 0.56644 1.97715
N 0.36929 1.81126 3.67311
C 0.79573 1.87257 4.99734
C 1.76454 2.63614 5.63517
C 1.91382 2.42432 6.99111
C 1.13126 1.48702 7.68427
C 0.16861 0.73068 7.04688
C 0.01822 0.94716 5.68238
H -2.35458 -0.95535 4.18986
H -2.53254 -0.25113 5.80913
H -1.31215 -1.51256 5.52054
H 0.64300 2.43050 2.92781
H 2.36609 3.36221 5.10578
H 2.65164 2.99578 7.53672
H 1.28657 1.35759 8.74620
H -0.43488 0.01363 7.58595

total charge	+2
frontier orbital gap	6.605	eV
E_tot	-148846.1067	eV
highest occupied orbital energy	-0.4723	Ha
multiplicity	1

What are the Mulliken partial charges on each atom? They are as follows, in elementary charge units: number 1, Ru, carries -0.332; number 2, C, carries -0.730; number 3, Si, carries 0.917; number 4, C, carries -1.159; number 5, C, carries 0.401; number 6, C, carries -0.879; number 7, C, carries -0.656; number 8, C, carries -0.667; number 9, C, carries -0.850; number 10, C, carries 0.482; number 11, Si, carries 0.963; number 12, C, carries -1.571; number 13, C, carries -1.118; number 14, H, carries 0.247; number 15, H, carries 0.395; number 16, H, carries 0.192; number 17, H, carries 0.387; number 18, H, carries 0.256; number 19, H, carries 0.396; number 20, H, carries 0.389; number 21, H, carries 0.431; number 22, H, carries 0.430; number 23, H, carries 0.402; number 24, H, carries 0.513; number 25, H, carries 0.635; number 26, H, carries 0.446; number 27, H, carries 0.313; number 28, H, carries 0.540; number 29, H, carries 0.261; number 30, Cl, carries -0.066; number 31, C, carries -0.474; number 32, Cl, carries 0.009; number 33, H, carries 0.401; number 34, H, carries 0.408; number 35, S, carries -0.326; number 36, C, carries 0.059; number 37, N, carries -0.119; number 38, C, carries -0.436; number 39, C, carries -0.448; number 40, N, carries -0.146; number 41, H, carries 0.183; number 42, H, carries 0.271; number 43, H, carries 0.304; number 44, H, carries 0.293; number 45, H, carries 0.289; number 46, H, carries 0.219; number 47, C, carries -1.121; number 48, N, carries 0.354; number 49, C, carries -0.520; number 50, Se, carries -0.101; number 51, N, carries 0.261; number 52, C, carries 0.546; number 53, C, carries -0.950; number 54, C, carries -0.528; number 55, C, carries -0.684; number 56, C, carries -0.708; number 57, C, carries 0.840; number 58, H, carries 0.358; number 59, H, carries 0.387; number 60, H, carries 0.401; number 61, H, carries 0.269; number 62, H, carries 0.434; number 63, H, carries 0.420; number 64, H, carries 0.417; number 65, H, carries 0.469



Which of these has the lowest E_tot? C22H32Cl2N4RuSSeSi2



Number 1 is which compound? C5H8O



Among the records above, which one has the lowest frontier orbital gap? C22H32Cl2N4RuSSeSi2



Among the records above, which one has the lowest E_tot? C22H32Cl2N4RuSSeSi2